Below is C5H14N3 as an isolated structure in a non-equilibrium geometry, with properties calculated with ωB97M-V/def2-TZVPD.

Last column: natural (NBO) charge in e.
Cartesian coordinates (Å):
C -2.385 0.040 -1.304  -0.611
C -1.065 -0.217 -0.591  -0.052
C 0.178 0.292 -1.347  -0.410
C 1.440 -0.591 -1.141  -0.283
N 1.709 -0.100 2.350  -0.626
C 2.098 -0.293 1.152  0.195
N 1.437 -1.026 0.213  -0.230
N -1.196 0.352 0.773  -0.883
H -2.178 -0.121 -2.362  0.205
H -2.712 1.091 -1.239  0.214
H -3.174 -0.605 -0.882  0.213
H -0.877 -1.305 -0.510  0.173
H -0.082 0.527 -2.397  0.222
H 0.377 1.346 -0.973  0.214
H 2.384 -0.058 -1.422  0.195
H 1.272 -1.419 -1.864  0.205
H 2.424 -0.019 3.070  0.360
H -0.452 0.242 1.469  0.390
H 3.097 0.062 0.800  0.148
H -4.902 4.604 1.512  0.002
H -2.075 0.181 1.226  0.362
H -5.549 4.167 1.326  -0.002

- Spin multiplicity: 2
- Frontier orbital gap (spin up / spin down): 9.7 / 6.9 eV
- E: -9878.6294 eV
- F_max: 2.94 eV/A
- ΔE to the lowest compared entry with this formula, charge and spin: 131.20 kJ/mol